1.
The following is a DFT calculation (wB97M-V/def2-TZVPD) of a molecular structure, C31H59GaN3O4.

```
98
Properties=species:S:1:pos:R:3
C -4.482 -0.820 -0.799
C -4.626 0.726 -1.200
N -3.784 1.675 -0.406
Ga -2.029 0.982 0.055
C -1.053 2.140 1.509
C 0.484 1.643 1.450
C 1.622 2.442 0.761
C 3.061 1.857 0.717
C 3.288 0.463 1.391
C 2.184 -0.362 2.084
C 2.390 -1.800 2.752
C 0.742 0.243 2.120
O -0.845 1.019 -1.463
C -1.035 -0.132 -2.306
C -0.619 -1.531 -1.653
C -0.897 -2.664 -2.799
O 0.765 -1.600 -1.221
H -5.406 -1.458 -1.044
H -3.529 -1.218 -1.318
H -4.285 -0.966 0.330
H -5.757 0.975 -1.114
H -4.392 0.834 -2.331
H -3.584 2.453 -1.071
H -2.120 -0.498 0.721
H -1.097 3.249 1.246
H -1.439 1.913 2.561
H 1.322 3.438 0.274
H 3.912 2.420 0.185
H 4.337 0.023 1.325
H 3.320 -2.356 2.375
H 2.337 -1.785 3.896
H 1.490 -2.444 2.413
H -0.129 -0.341 2.593
H -0.331 0.017 -3.219
H -2.097 -0.143 -2.730
H -1.261 -1.851 -0.761
H -0.856 -3.718 -2.363
H -1.945 -2.402 -3.216
H -0.158 -2.471 -3.646
H 0.796 -2.251 -0.480
C -0.425 -1.635 6.398
C 0.051 -0.258 6.924
C 1.589 -0.186 6.826
C 2.291 -1.056 7.866
C 1.795 -0.741 9.273
C 0.258 -0.763 9.414
N -0.442 -0.027 8.319
O -0.321 1.303 8.582
C -0.254 -2.222 9.458
C -0.099 -0.215 10.822
C -0.569 0.745 5.919
H -0.432 -1.658 5.303
H 0.219 -2.463 6.693
H -1.446 -1.855 6.725
H 1.925 0.851 6.953
H 1.917 -0.488 5.826
H 2.147 -2.118 7.643
H 3.371 -0.882 7.814
H 2.245 -1.450 9.976
H 2.178 0.247 9.555
H -1.347 -2.254 9.447
H 0.073 -2.723 10.374
H 0.115 -2.842 8.644
H 0.318 0.779 11.003
H 0.305 -0.864 11.606
H -1.183 -0.163 10.965
H -1.662 0.692 5.937
H -0.243 0.521 4.898
H -0.274 1.780 6.109
C 1.203 2.488 -9.094
C -0.068 1.633 -8.860
C -0.761 2.104 -7.565
C -0.004 1.694 -6.304
C 0.269 0.195 -6.290
C 0.928 -0.334 -7.582
N 0.275 0.177 -8.825
O -0.882 -0.520 -8.993
C 2.430 0.035 -7.605
C 0.941 -1.885 -7.509
C -0.966 1.985 -10.074
H 0.949 3.467 -9.513
H 1.756 2.706 -8.181
H 1.881 2.006 -9.804
H -1.777 1.694 -7.512
H -0.876 3.194 -7.574
H 0.935 2.250 -6.217
H -0.595 1.963 -5.423
H 0.897 -0.044 -5.425
H -0.683 -0.322 -6.123
H 2.885 -0.236 -8.563
H 2.976 -0.504 -6.826
H 2.627 1.088 -7.419
H -0.055 -2.305 -7.352
H 1.554 -2.229 -6.671
H 1.357 -2.321 -8.423
H -0.484 1.695 -11.013
H -1.155 3.062 -10.117
H -1.948 1.506 -10.032
```

## Properties
* multiplicity: 3
* frontier orbital gap (alpha / beta): 6.863 / 6.161 eV
* net charge: -1
* F_max: 0.086 hartree/bohr
* highest occupied orbital energy (alpha / beta): -4.59 / -4.59 eV

Results of the Löwdin charge analysis, in e, for atoms 1 through 2: number 1, C, carries -0.17; number 2, C, carries -0.40

2.
The following is a DFT calculation (wB97M-V/def2-TZVPD) of 10 unconnected molecules or ions with the total composition C31H60Br18O7S.

```
117
Properties=species:S:1:pos:R:3
C -4.191 0.477 1.517
C -3.920 1.073 0.154
O -4.522 0.268 -0.846
C -5.045 0.927 -1.965
C -4.039 1.143 -3.104
C -3.179 2.383 -2.910
C -2.049 2.576 -3.927
O -1.288 3.724 -3.597
C -1.150 1.312 -3.880
C 0.052 1.400 -4.819
C 1.232 0.459 -4.509
C 1.587 0.408 -3.016
C 0.907 -0.680 -2.230
O 0.295 -0.482 -1.217
O 1.051 -1.887 -2.789
C 1.112 -3.010 -1.898
C 0.367 -4.199 -2.509
S -2.183 -0.053 -4.348
O -1.465 -1.284 -4.321
O -2.861 0.330 -5.559
O -3.239 -0.072 -3.176
H -5.267 0.412 1.694
H -3.773 1.154 2.270
H -3.724 -0.499 1.648
H -2.835 1.132 -0.012
H -4.303 2.104 0.121
H -5.474 1.905 -1.703
H -5.862 0.306 -2.341
H -4.613 1.210 -4.033
H -3.849 3.247 -2.958
H -2.723 2.384 -1.913
H -2.434 2.690 -4.940
H -0.981 3.629 -2.685
H -0.871 1.203 -2.826
H -0.298 1.194 -5.836
H 0.421 2.427 -4.804
H 1.050 -0.533 -4.923
H 2.099 0.863 -5.040
H 1.278 1.344 -2.541
H 2.665 0.314 -2.863
H 0.668 -2.745 -0.942
H 2.160 -3.272 -1.746
H 0.983 -5.098 -2.526
H 0.116 -3.957 -3.545
H -0.578 -4.391 -2.001
Br 4.675 -2.583 -0.167
C 4.280 -2.030 1.653
C 3.404 -3.032 2.355
Br 1.559 -2.902 1.759
H 3.820 -1.050 1.594
H 5.248 -1.949 2.143
H 3.379 -2.825 3.423
H 3.720 -4.056 2.181
Br 4.579 -0.221 4.576
C 3.874 1.592 4.561
C 2.453 1.631 4.063
Br 2.345 1.388 2.139
H 4.544 2.178 3.939
H 3.928 1.938 5.591
H 2.012 2.604 4.265
H 1.841 0.853 4.509
Br 8.695 0.307 -2.755
C 8.877 -1.619 -2.547
C 8.239 -2.105 -1.274
Br 9.308 -1.663 0.287
H 9.939 -1.836 -2.586
H 8.381 -2.057 -3.410
H 8.155 -3.190 -1.279
H 7.260 -1.670 -1.108
Br 7.558 -4.372 2.109
C 6.424 -5.537 3.174
C 6.203 -6.872 2.515
Br 4.951 -6.730 1.033
H 5.490 -5.008 3.333
H 6.938 -5.659 4.125
H 5.755 -7.574 3.215
H 7.121 -7.289 2.113
Br -7.411 1.377 4.626
C -5.807 2.441 4.904
C -5.929 3.821 4.314
Br -5.767 3.814 2.379
H -4.987 1.872 4.476
H -5.683 2.503 5.983
H -5.123 4.456 4.674
H -6.887 4.281 4.539
Br -6.659 -1.741 2.642
C -6.889 -3.337 3.723
C -7.178 -2.992 5.160
Br -5.589 -2.370 6.092
H -5.982 -3.922 3.612
H -7.726 -3.879 3.288
H -7.514 -3.872 5.704
H -7.916 -2.201 5.250
Br -9.600 4.395 2.764
C -10.686 2.982 3.535
C -11.060 1.942 2.514
Br -12.454 2.565 1.311
H -11.554 3.459 3.979
H -10.072 2.536 4.314
H -11.467 1.061 3.005
H -10.216 1.657 1.894
Br 9.880 -0.179 3.920
C 9.220 1.648 3.992
C 7.797 1.750 3.510
Br 7.671 1.625 1.576
H 9.901 2.251 3.400
H 9.287 1.941 5.038
H 7.382 2.721 3.772
H 7.172 0.961 3.917
Br 0.585 4.259 -6.793
C 1.592 3.905 -8.416
C 2.239 2.546 -8.383
Br 3.792 2.508 -7.214
H 2.319 4.705 -8.516
H 0.872 3.961 -9.229
H 2.607 2.277 -9.370
H 1.561 1.776 -8.025
```

## Properties
* SMILES: CCOC[C@H]1C[C@@H](O)[C@H](CCCC(=O)OCC)S(=O)(=O)O1.BrCCBr.BrCCBr.BrCCBr.BrCCBr.BrCCBr.BrCCBr.BrCCBr.BrCCBr.BrCCBr
* frontier orbital gap: 9.761 eV
* net charge: 0
* F_max: 0.019 hartree/bohr
* highest occupied orbital energy: -9.66 eV

Results of the Löwdin charge analysis, in e, for atoms 1 through 2: number 1, C, carries -0.11; number 2, C, carries -0.28

3.
The following is a DFT calculation (wB97M-V/def2-TZVPD) of 13 unconnected molecules or ions with the total composition C31H60F4N14O27.

```
136
Properties=species:S:1:pos:R:3
C 1.091 -3.182 0.889
C -0.325 -3.922 0.513
C -0.713 -3.435 -1.026
C -2.347 -3.490 -1.138
C -3.090 -2.027 -1.162
C -2.645 -1.005 0.041
C -2.533 0.532 -0.609
C -0.977 0.636 -1.207
C -0.708 0.044 -2.748
C 0.807 0.066 -3.457
F 1.099 -0.462 -4.810
C 2.003 0.723 -2.552
C 1.731 1.338 -1.058
C 0.270 1.312 -0.320
C 0.072 1.954 1.172
O 1.297 2.113 1.965
C 1.523 0.992 2.891
F 2.937 1.156 3.397
F 1.477 -0.334 2.233
F 0.661 1.104 4.108
C 3.200 1.908 -0.612
O 3.567 2.963 0.130
N 4.119 0.910 -1.347
C 4.128 -0.508 -0.737
N 5.474 -0.767 -0.031
C 6.371 -1.529 -0.981
C 3.606 0.944 -2.802
O 4.325 1.153 -3.918
H 1.200 -3.055 2.069
H 1.030 -2.088 0.423
H 2.035 -3.692 0.403
H -0.243 -5.086 0.595
H -1.173 -3.520 1.213
H -0.241 -2.404 -1.324
H -0.246 -4.256 -1.750
H -2.743 -4.202 -0.271
H -2.603 -4.040 -2.148
H -4.253 -2.240 -1.009
H -2.983 -1.599 -2.246
H -1.561 -1.238 0.477
H -3.368 -1.015 0.969
H -2.662 1.341 0.252
H -3.307 0.690 -1.488
H -1.580 -0.411 -3.416
H -0.615 1.186 1.776
H -0.586 2.941 1.087
H 3.312 -0.649 0.097
H 3.891 -1.342 -1.557
H 5.204 -1.407 0.776
H 7.465 -1.085 -0.838
H 6.004 -1.295 -2.092
H 6.326 -2.692 -0.762
C 1.380 2.837 -6.084
N 0.393 3.616 -5.288
O -0.578 3.001 -4.833
O 0.621 4.822 -5.144
H 1.054 1.795 -6.128
H 1.416 3.273 -7.084
H 2.346 2.917 -5.580
C 8.788 -0.602 -4.518
N 9.381 -1.179 -3.281
O 10.211 -0.490 -2.677
O 8.996 -2.307 -2.952
H 9.215 0.389 -4.686
H 9.033 -1.273 -5.345
H 7.709 -0.536 -4.367
C -6.933 0.848 1.085
N -6.067 -0.354 1.223
O -5.662 -0.883 0.182
O -5.819 -0.733 2.374
H -7.066 1.067 0.024
H -7.891 0.620 1.556
H -6.429 1.676 1.589
C 1.080 5.749 2.553
N 0.005 6.193 1.625
O -1.140 5.781 1.847
O 0.340 6.942 0.700
H 0.644 5.098 3.314
H 1.823 5.208 1.962
H 1.510 6.642 3.010
C 9.142 -4.621 0.311
N 8.155 -3.842 1.106
O 7.183 -4.457 1.561
O 8.383 -2.636 1.250
H 8.816 -5.663 0.266
H 9.177 -4.185 -0.690
H 10.107 -4.541 0.814
C 9.183 -9.793 -0.291
N 9.472 -8.371 0.039
O 10.230 -8.153 0.990
O 8.928 -7.513 -0.667
H 9.725 -10.434 0.408
H 8.106 -9.941 -0.195
H 9.519 -9.968 -1.315
C -11.066 -0.737 -0.606
N -9.758 -0.237 -0.102
O -9.436 0.917 -0.410
O -9.092 -1.016 0.590
H -11.541 0.050 -1.196
H -10.867 -1.615 -1.223
H -11.678 -0.992 0.262
C -2.458 4.577 4.191
N -2.728 4.836 5.632
O -2.175 5.816 6.143
O -3.486 4.047 6.208
H -1.779 5.344 3.815
H -2.003 3.587 4.114
H -3.414 4.616 3.665
C -0.032 -7.680 -3.573
N -1.048 -6.833 -2.893
O -1.890 -6.275 -3.608
O -0.973 -6.752 -1.662
H -0.218 -7.660 -4.649
H 0.951 -7.264 -3.344
H -0.134 -8.695 -3.183
C -12.859 3.472 -2.074
N -13.359 2.086 -2.283
O -14.217 1.920 -3.157
O -12.875 1.205 -1.563
H -13.369 4.140 -2.771
H -13.081 3.750 -1.041
H -11.784 3.467 -2.261
C 4.357 4.014 4.259
N 4.646 5.436 4.588
O 5.405 5.654 5.540
O 4.102 6.294 3.882
H 4.899 3.373 4.957
H 3.280 3.866 4.355
H 4.693 3.839 3.234
C -5.950 6.701 6.132
N -6.783 6.220 4.997
O -6.645 6.794 3.911
O -7.552 5.279 5.228
H -5.325 7.527 5.787
H -6.629 7.034 6.921
H -5.334 5.864 6.466
```

## Properties
* frontier orbital gap: 7.839 eV
* net charge: 0
* F_max: 0.179 hartree/bohr
* highest occupied orbital energy: -9.24 eV

Results of the Löwdin charge analysis, in e, for atoms 1 through 2: number 1, C, carries -0.16; number 2, C, carries -0.25